Here is C12H28AgF3O6 as an isolated structure from OMol25. Energies are from the ωB97M-V functional and the def2-TZVPD basis.

The geometry in XYZ format:
```
50
Properties=species:S:1:pos:R:3:forces:R:3
Ag -30.241530 -17.530660 -0.590220 -0.1 0.0 0.3
C -29.464700 -14.976170 0.806000 -2.7 -1.6 -2.7
O -28.829810 -16.294390 1.036850 1.4 1.7 2.1
O -30.485180 -15.267720 -0.175920 2.0 0.7 2.6
C -29.995610 -14.201210 2.124640 -0.2 -2.0 -2.7
F -28.948640 -13.893400 2.859000 0.9 0.4 1.2
F -30.616420 -13.078570 1.786050 -0.1 0.5 -0.1
F -30.867990 -14.918560 2.848350 0.2 -0.2 0.2
C -27.428430 -16.325220 1.549240 -0.6 -1.0 -0.1
C -27.198280 -16.775630 3.022010 -0.5 -0.7 -1.3
H -26.158230 -17.091410 3.103710 0.3 0.6 0.1
H -27.480540 -16.024570 3.759800 0.1 -0.2 -0.1
H -27.694690 -17.732340 3.184480 -0.6 0.2 0.2
H -26.783010 -15.455850 1.423820 -0.8 0.7 -0.5
H -27.029510 -17.063080 0.853160 0.4 -0.3 0.3
H -28.685640 -14.374730 0.337550 0.2 0.6 0.3
C -29.120010 -21.805990 0.732610 -0.3 -0.8 1.1
C -28.791690 -20.364010 0.493760 0.9 1.7 -2.3
C -27.282440 -20.188130 0.053660 -0.4 -1.0 0.3
O -29.647750 -19.868570 -0.519620 0.2 0.0 0.3
H -30.185410 -22.028810 0.790740 -0.1 0.4 -0.2
H -28.756990 -21.980020 1.745540 0.3 -0.5 0.0
H -28.672000 -22.524750 0.046480 0.1 0.3 -0.1
H -28.990110 -19.764170 1.381970 0.0 0.0 0.3
H -27.017490 -21.008760 -0.613020 -0.2 -0.1 -0.3
H -26.595500 -20.345710 0.885150 0.0 0.4 0.3
H -27.016990 -19.278830 -0.485620 -0.4 0.2 0.4
C -33.456950 -16.655510 -2.020540 -0.4 0.3 -0.3
C -32.848140 -17.880840 -2.701140 -0.4 0.6 -0.1
C -32.230250 -17.471670 -4.049170 0.8 0.1 -1.6
O -31.925590 -18.560140 -1.946280 0.0 0.0 -0.3
H -34.296540 -16.279140 -2.604960 0.2 0.1 -0.6
H -32.710080 -15.864060 -1.958080 0.0 0.0 0.4
H -33.984430 -16.820670 -1.081080 0.7 -0.4 0.4
H -33.639390 -18.550530 -3.038100 -0.2 -0.5 0.3
H -32.056510 -18.258320 -4.783410 -0.4 -0.7 0.5
H -31.247650 -17.001200 -4.084720 -0.1 0.4 1.0
H -32.917140 -16.814040 -4.581900 -0.1 0.2 0.4
C -27.940770 -16.160910 -2.529020 -0.6 1.9 -0.7
O -28.414580 -17.372060 -2.045450 0.7 -1.0 0.1
H -27.014430 -15.825820 -2.062420 0.2 -0.1 0.0
H -27.843760 -16.234710 -3.612180 0.4 0.2 -0.2
H -28.695700 -15.396790 -2.343800 0.0 0.0 0.2
H -27.662520 -17.942110 -2.221690 -0.4 -0.9 0.3
C -32.566500 -17.878860 1.931960 -0.4 -0.6 1.3
O -31.244210 -18.139950 1.495300 -0.3 0.0 -0.6
H -33.325760 -17.606500 1.198860 0.9 0.4 -0.6
H -32.966690 -18.806490 2.341160 -0.1 -0.1 0.3
H -32.508350 -17.148620 2.739100 -0.4 0.2 -0.1
H -30.808680 -18.589690 2.223070 0.2 0.1 -0.1
```
Forces are in eV/Å.

E_HOMO (spin up / spin down)   -7.8 / -7.7 eV
Lowest unoccupied orbital energy (spin up / spin down)   0.570 / -1.876 eV
Spin multiplicity   3


Here is C12H28AlN4O8P as an isolated structure from OMol25. Energies are from the ωB97M-V functional and the def2-TZVPD basis.

The geometry in XYZ format:
```
54
Properties=species:S:1:pos:R:3:forces:R:3
Al 20.081777 -13.203324 25.533759 0.2 0.1 0.8
P 21.296032 -14.042712 28.413964 1.7 0.7 -0.7
O 22.136476 -13.631297 27.161833 -0.3 -0.1 -0.1
O 21.942239 -13.100546 29.454490 -0.4 -0.1 0.3
O 22.021363 -15.339599 28.782183 -0.5 -0.2 0.2
O 19.849832 -13.942565 28.136461 -0.7 -0.2 -0.1
C 23.112603 -13.085185 23.350918 0.0 0.6 0.2
O 22.489496 -13.767459 24.142614 0.0 -0.5 -0.2
N 23.865108 -12.034288 23.726179 0.2 0.1 0.1
C 24.297212 -10.991559 22.815757 -0.6 -0.2 -0.3
C 24.086887 -11.803751 25.154464 -0.1 -0.5 -0.4
H 23.121496 -13.248116 22.259912 -0.2 0.0 0.0
H 23.906918 -10.032167 23.163095 0.4 0.1 0.2
H 23.815136 -11.111327 21.842517 0.2 -0.3 0.0
H 25.379572 -10.987303 22.698117 0.0 0.2 0.0
H 24.295180 -12.757069 25.636928 -0.1 0.0 0.0
H 24.969050 -11.174238 25.241624 -0.2 0.2 0.2
H 23.186825 -11.395187 25.614073 0.2 0.2 0.2
C 21.382410 -10.507537 27.920311 0.3 0.1 0.2
O 21.043038 -10.747540 26.772193 -0.1 -0.1 -0.1
N 21.366574 -9.289828 28.490486 0.2 0.4 0.0
C 21.977199 -9.059807 29.789514 0.0 -0.1 -0.2
C 20.907214 -8.113601 27.759964 -0.2 -0.7 0.1
H 21.758342 -11.274582 28.614839 0.0 -0.1 -0.1
H 22.339900 -10.000093 30.200795 -0.2 -0.1 0.0
H 21.261632 -8.605827 30.476130 0.0 0.0 0.1
H 22.842991 -8.402077 29.674169 -0.1 0.1 0.1
H 19.870908 -7.911716 28.043149 0.1 0.3 0.0
H 21.554677 -7.271290 27.988989 -0.1 0.1 0.0
H 20.920948 -8.334009 26.694667 0.1 0.0 0.0
C 19.001196 -14.684356 21.954702 0.5 0.1 0.0
O 19.125454 -14.684206 23.161069 -0.2 0.0 0.2
N 19.853484 -15.285123 21.096684 -0.5 -0.1 -1.0
C 19.635745 -15.190842 19.653266 0.3 0.5 0.3
C 20.992096 -16.046498 21.527812 0.3 -0.5 0.7
H 18.203034 -14.131425 21.434210 -0.1 -0.1 0.0
H 18.597924 -14.968885 19.412202 0.0 0.0 0.2
H 19.911983 -16.117822 19.155197 0.0 -0.1 0.1
H 20.254048 -14.379448 19.256228 0.0 -0.1 -0.2
H 20.919999 -17.083095 21.185951 0.0 0.1 -0.1
H 21.946572 -15.643102 21.181344 -0.1 0.2 -0.1
H 21.017967 -16.066386 22.616399 0.0 0.1 0.0
C 17.828229 -10.556582 27.268688 0.2 0.1 0.5
O 18.117534 -11.529330 26.607953 -0.2 -0.2 -0.5
N 17.064413 -10.583587 28.384066 -0.2 0.0 -0.6
C 16.314973 -11.768143 28.729163 -0.5 -0.3 0.3
C 16.917497 -9.442533 29.239819 0.4 0.4 0.6
H 18.194384 -9.541957 27.033404 0.1 -0.1 0.0
H 15.292559 -11.486043 29.004410 0.1 0.1 0.0
H 16.738404 -12.305771 29.580071 0.2 0.0 -0.1
H 16.225577 -12.441551 27.882647 0.4 0.0 -0.1
H 15.892150 -9.077095 29.329815 -0.1 -0.2 -0.1
H 17.287615 -9.704805 30.237619 -0.2 0.1 0.0
H 17.528556 -8.595900 28.923661 0.0 -0.2 -0.3
```
Forces are in eV/Å.

E_HOMO   -7.8 eV
Lowest unoccupied orbital energy   -3.292 eV
Energy relative to the best compared isomer or geometry (same formula, charge and spin)   0.00 kcal/mol


Here is a 2-piece molecular cluster, C12H28B2O4P overall from OMol25. Energies are from the ωB97M-V functional and the def2-TZVPD basis.

The geometry in XYZ format:
```
47
Properties=species:S:1:pos:R:3:forces:R:3
C 4.894881 -2.353128 0.829340 0.1 0.1 -0.4
C 4.239526 -2.931769 0.004493 -0.1 -0.1 0.0
C 3.446706 -3.636658 -1.016836 0.4 0.4 0.2
C 2.347984 -2.767805 -1.678563 -0.4 -0.9 0.0
C 0.933953 -3.033729 -1.095810 -0.1 1.2 0.0
B 0.223926 -1.673161 -0.436895 0.2 -0.2 -0.3
O 1.156056 -0.942845 0.456745 -0.1 0.1 0.3
C -0.345842 -0.739705 -1.692661 -0.1 0.9 -0.7
B -0.431251 0.753321 -1.273801 0.2 -0.5 -0.2
O -1.636465 1.379347 -0.916360 0.3 -0.3 0.4
O 0.762370 1.504006 -1.236107 -0.2 -0.3 0.3
P -1.226215 -2.350311 0.758613 -0.2 -0.2 0.5
C -1.329623 -1.185887 2.227260 -0.2 -0.3 0.0
C -2.877960 -2.052351 -0.069975 0.3 -0.6 0.0
C -3.230664 -3.246392 -0.991091 -0.3 0.5 0.3
H 5.525710 -1.742238 1.424734 -0.1 -0.1 0.2
H 4.142992 -4.007679 -1.773882 0.1 0.0 0.0
H 3.008020 -4.516055 -0.546686 -0.1 0.0 -0.1
H 2.620656 -1.712411 -1.653232 0.1 0.0 0.1
H 2.342888 -3.055672 -2.733523 0.0 0.1 -0.1
H 0.944652 -3.800596 -0.320533 0.2 -0.2 -0.1
H 0.289364 -3.338636 -1.926805 -0.1 -0.4 0.2
H 1.850975 -0.512980 -0.044103 0.1 0.0 -0.1
H 0.398287 -0.795750 -2.505062 0.0 -0.1 0.1
H -1.287578 -1.103185 -2.119170 0.0 -0.1 0.2
H -1.486081 1.910463 -0.125298 -0.1 0.2 -0.1
H 0.884711 1.899204 -0.365346 0.0 0.3 0.0
H -0.412202 -0.610718 2.345375 0.0 0.1 -0.2
H -2.209085 -0.537224 2.191504 0.1 0.2 -0.1
H -1.439453 -1.806864 3.120223 0.0 0.1 0.0
H -3.619173 -2.036045 0.731584 0.0 0.2 0.0
H -2.900971 -1.113456 -0.624985 -0.1 0.1 0.1
H -2.764956 -4.162633 -0.631278 0.1 0.0 0.0
H -4.314305 -3.401429 -0.968792 0.0 -0.1 -0.2
H -2.932003 -3.063202 -2.022936 0.1 -0.1 0.0
C -1.696651 4.943953 1.694869 -0.1 -0.1 0.1
C -0.214303 4.643745 1.531846 -0.2 0.2 -0.2
C 0.545960 5.841896 0.983439 0.1 0.0 0.0
O -0.031479 3.513933 0.681930 -0.1 0.0 0.1
H -2.144885 5.188010 0.727700 0.0 0.1 0.0
H -2.221465 4.073075 2.088731 0.0 0.0 0.0
H -1.858477 5.784758 2.371683 0.0 0.0 0.0
H 0.205891 4.357446 2.496587 0.0 -0.1 0.0
H 0.166799 6.113761 -0.005373 -0.1 0.0 0.0
H 1.604599 5.605108 0.874042 0.0 0.0 0.0
H 0.447094 6.707710 1.640656 0.0 0.0 0.0
H -0.389040 3.729136 -0.189398 0.1 0.0 -0.1
```
Forces are in eV/Å.

E_HOMO   -3.2 eV
Lowest unoccupied orbital energy   2.626 eV
Net charge   -1


Here is C12H28CdN3O8S as an isolated structure from OMol25. Energies are from the ωB97M-V functional and the def2-TZVPD basis.

The geometry in XYZ format:
```
53
Properties=species:S:1:pos:R:3:forces:R:3
Cd -2.264354 1.075244 -3.591448 0.3 0.1 0.5
C -0.682235 1.535859 -0.954890 0.3 -1.9 0.3
O -1.739467 1.845441 -1.837583 -0.4 0.7 -0.3
H 0.272433 1.305503 -1.433548 0.0 0.7 -0.1
H -0.572613 2.306795 -0.188582 -0.1 0.4 -0.4
H -0.910834 0.606078 -0.418236 -0.2 0.2 0.1
C 0.806664 -4.925273 1.455308 -0.5 -0.4 0.5
C -0.170441 -3.822926 1.117726 0.1 -0.2 -0.2
O -1.049963 -3.470675 1.871237 -0.1 0.3 0.1
N 0.005876 -3.227164 -0.106043 0.3 -0.3 0.1
C -0.814272 -2.130285 -0.514717 -0.7 0.3 0.8
H 0.311028 -5.573684 2.178716 0.0 0.1 0.0
H 1.675249 -4.513557 1.967291 0.1 0.1 -0.2
H 1.080754 -5.570797 0.621385 0.2 0.3 -0.2
H 0.646917 -3.665561 -0.744961 0.0 0.2 0.0
H -0.258728 -1.423848 -1.127424 -0.1 -0.2 -0.4
H -1.119543 -1.573958 0.376570 0.2 -0.1 0.1
H -1.795180 -2.435870 -0.901540 0.3 0.0 -0.6
C -5.422759 4.068944 -0.661495 0.1 0.2 1.0
C -4.326714 5.113755 -0.570517 0.0 0.2 -0.6
O -4.589615 6.296843 -0.547717 0.0 0.0 0.2
N -3.042892 4.651045 -0.608941 0.0 -0.3 0.0
C -1.893110 5.522075 -0.756639 0.0 -0.2 -0.6
H -6.225490 4.438422 -0.024284 -0.2 0.0 -0.3
H -5.149577 3.102780 -0.231442 0.2 -0.1 -0.3
H -5.775614 3.993726 -1.686485 0.0 -0.1 0.0
H -2.925452 3.672236 -0.808568 0.1 0.0 0.1
H -1.073747 5.186616 -0.123899 -0.1 0.2 0.2
H -2.200044 6.540237 -0.544359 0.1 0.0 0.2
H -1.531031 5.502631 -1.791561 0.0 0.1 0.0
C 2.341388 -0.656224 -2.440447 -0.4 -0.5 -0.6
C 2.916679 -1.733414 -1.540411 0.2 0.2 -0.3
O 3.082993 -1.518428 -0.357812 -0.2 0.0 0.2
N 3.205376 -2.919788 -2.135811 0.0 -0.6 0.4
C 3.724859 -4.053472 -1.380315 0.6 0.1 0.4
H 1.373979 -0.378693 -2.021615 0.2 0.3 0.3
H 2.097065 -1.012975 -3.445976 0.4 -0.1 0.0
H 3.025457 0.184390 -2.511822 -0.1 0.1 0.2
H 3.265214 -3.007627 -3.135120 -0.2 0.3 0.0
H 4.741772 -4.304765 -1.687954 -0.2 -0.1 -0.3
H 3.079871 -4.927426 -1.450072 0.0 0.0 -0.2
H 3.837499 -3.795261 -0.329313 -0.3 0.2 0.0
C 1.522202 1.034245 2.119555 -0.4 1.0 0.2
C 0.509724 -0.085968 2.323436 -0.2 -0.6 -0.6
O 1.045200 -0.882093 3.371196 -0.2 -0.3 0.0
S 1.798165 0.050268 4.409983 -0.6 0.5 -0.4
O 2.921813 -0.616245 4.895257 1.2 -0.9 0.5
O 0.872510 0.645443 5.293664 -0.5 0.3 0.3
O 2.256241 1.131338 3.342144 0.2 0.1 -0.4
H 0.990673 1.981547 1.992623 0.1 0.0 -0.1
H 2.214033 0.908389 1.289736 0.1 -0.4 0.1
H 0.417350 -0.733697 1.454586 0.3 -0.1 0.0
H -0.505311 0.259812 2.531117 0.2 0.2 0.5
```
Forces are in eV/Å.

E_HOMO   -12.0 eV
Lowest unoccupied orbital energy   -8.812 eV
Net charge   +1